Here is a structure of composition C29H38MoN2O2P3 in a non-equilibrium geometry from OMol25. Energies are from ωB97M-V/def2-TZVPD.

Calculated values
Relative energy (zero: lowest compared OMol25 entry of this formula, charge and spin), kJ/mol: 67.5
Multiplicity: 3
Max |F|, eV/Å: 3.49
LUMO level (spin up / spin down), eV: -10.39 / -10.38
Charge: +3
Expectation value of S²: 2.03
Energy, eV: -67461.22704

Structure (XYZ):
```
75
Properties=species:S:1:pos:R:3:forces:R:3
Mo 0.019513 1.261246 0.009242 0.67 -0.40 1.57
P -2.146122 0.550130 -0.575364 -2.01 -0.07 -1.42
C -2.080008 0.858308 -2.466582 -0.31 1.43 1.82
C -0.799734 1.485372 -2.961267 -0.51 2.29 0.80
N 0.222512 1.739762 -2.082029 -0.23 -3.11 -0.21
C 1.493367 1.802398 -2.559018 0.36 0.91 -0.55
C 1.697253 2.293270 -3.834252 0.47 -1.15 -0.26
C 0.567934 2.436807 -4.631602 0.01 0.57 -0.24
C -0.689511 2.051405 -4.212517 -0.73 -0.32 -0.02
C 2.582495 1.258540 -1.678876 0.64 0.25 0.92
P 1.933281 -0.157157 -0.572901 3.42 -0.07 -0.70
H -1.606065 2.231682 -4.785415 0.62 -0.53 -0.24
H 2.703534 2.359398 -4.273713 -0.56 0.16 0.35
H 0.659411 2.808988 -5.627172 0.19 0.33 -0.53
H 3.432269 0.859927 -2.257678 -0.44 0.22 -0.04
H 3.043986 2.035686 -1.039526 -0.27 -0.22 -0.07
H -2.322380 -0.012190 -3.024000 -0.01 -1.11 -0.42
H -2.952755 1.519331 -2.587538 0.32 0.06 -0.36
H -0.943176 -2.166187 -3.657589 -0.59 -0.86 -0.35
O -1.387639 -2.615776 -4.403727 -0.49 -0.31 0.72
H -1.996245 -3.329704 -4.068326 1.09 1.19 -0.25
H 0.192829 -2.532789 -0.169283 -0.98 -0.37 -0.91
O -0.430158 -2.721300 -0.919977 1.61 -0.79 0.56
H -0.086130 -3.590892 -1.260825 -0.64 1.05 0.36
C 2.473191 -1.589589 -1.593779 -0.55 -1.06 -0.74
H 3.420209 -1.439052 -2.133493 -0.18 0.66 0.44
H 2.662643 -2.504046 -1.011238 -0.35 0.43 0.22
H 1.755286 -1.868489 -2.371714 -0.08 0.17 0.19
C 3.183750 -0.353630 0.787697 -0.07 0.29 0.80
H 2.940661 -1.267812 1.351272 -0.11 0.09 -0.33
H 4.250585 -0.450741 0.495065 -0.78 0.14 -0.38
H 3.119050 0.443211 1.547370 -0.05 -0.03 -0.44
C -3.318716 1.769867 0.101237 -0.13 0.42 -0.25
H -4.311665 1.591917 -0.332235 0.18 0.01 0.06
H -3.396039 1.711330 1.189552 0.14 -0.24 -0.06
H -3.013511 2.792500 -0.137604 -0.02 -0.07 -0.07
C -3.045237 -1.008303 -0.380719 0.55 -0.82 0.07
H -3.355487 -1.170005 0.665705 -0.06 0.29 -0.46
H -3.904297 -1.016713 -1.075277 0.24 0.19 0.44
H -2.381546 -1.844637 -0.647273 -0.23 0.25 0.01
N -0.010334 1.307316 1.754141 -0.24 -0.59 0.57
P 0.043148 1.320198 3.483938 -0.34 0.83 -1.05
C 1.637767 2.046296 3.774438 1.02 -0.39 -0.25
C 2.722442 1.248094 4.190939 -0.05 0.28 -0.01
C 4.003902 1.804478 4.240980 0.02 -0.25 0.15
C 4.244687 3.109933 3.812581 -0.35 -0.03 0.20
C 3.181472 3.872633 3.315519 -0.15 -0.16 0.12
C 1.891635 3.340325 3.286873 0.03 0.08 0.05
C -1.339705 2.363400 3.886647 -0.75 -0.36 -0.10
C -2.296736 1.883004 4.803150 0.26 0.32 -0.03
C -3.371345 2.696661 5.151479 -0.06 0.00 0.10
C -3.525094 3.956024 4.573180 0.25 -0.09 0.17
C -2.624127 4.391351 3.596565 0.10 -0.09 -0.06
C -1.559218 3.578408 3.211885 -0.11 0.17 0.23
C -0.148467 -0.315881 4.142109 0.24 -0.82 0.41
C -0.801595 -1.352713 3.447576 0.16 -0.10 -0.03
C -0.911272 -2.636046 4.011363 0.05 0.57 -0.08
C -0.372349 -2.886479 5.278646 -0.25 0.12 -0.22
C 0.254501 -1.858776 5.974160 0.06 0.47 0.27
C 0.364639 -0.574222 5.430854 -0.05 -0.22 -0.18
H 2.571175 0.199452 4.458117 0.12 0.43 0.06
H 4.816697 1.202465 4.650936 -0.18 0.18 -0.23
H 5.244378 3.542156 3.897208 -0.34 -0.17 -0.11
H 3.356069 4.894650 2.986614 -0.08 -0.22 -0.01
H 1.072962 3.919801 2.862629 0.28 0.07 0.29
H -2.203499 0.888498 5.241396 0.07 0.35 0.00
H -4.072153 2.352686 5.910808 0.09 0.07 -0.26
H -4.335909 4.606084 4.902769 0.19 -0.18 -0.17
H -2.742697 5.380598 3.157644 -0.02 -0.29 -0.03
H -0.919328 3.886854 2.379845 -0.14 0.01 0.43
H -1.198597 -1.127430 2.454361 0.00 -0.27 0.25
H -1.429057 -3.437908 3.483488 0.15 0.31 0.06
H -0.482021 -3.873930 5.735554 0.12 0.36 -0.20
H 0.646091 -2.031643 6.976829 -0.08 -0.01 -0.29
H 0.859001 0.213505 6.001153 -0.17 -0.23 -0.08
```
Forces are in eV/Å.

Mulliken atomic charge list, values in e, 8 entries: atom 1 (Mo): -0.087, atom 2 (P): 1.325, atom 3 (C): -1.182, atom 4 (C): 0.548, atom 5 (N): 0.184, atom 6 (C): 0.788, atom 7 (C): -0.940, atom 8 (C): -0.326